[1]
Entry from the OMol25 dataset: a gas-phase ion, C2H3N4O3P (charge -2) at a distorted geometry (ωB97M-V with the def2-TZVPD basis set).

Each line ends with the Löwdin charge.
CARTESIAN COORDINATES (ANGSTROEM)
C (-2.53433, -1.05009, 0.19994)  -0.09
C (1.27101, -0.98257, -0.73049)  -0.02
N (0.19758, -1.02643, -1.26264)  -0.12
N (-1.00233, -0.76224, -1.53787)  -0.09
N (-1.63925, -0.29494, -0.33510)  -0.37
N (-1.24315, 0.98211, 0.11670)  0.04
O (1.72416, -0.33536, 1.72235)  -0.45
O (3.69978, 0.00830, 0.22403)  -0.47
O (1.58452, 1.44887, -0.07084)  -0.41
P (2.22324, 0.23067, 0.41247)  -0.08
H (-2.97403, -0.55497, 0.98759)  -0.09
H (-0.60655, 1.37109, -0.69766)  0.10
H (-0.70065, 0.96556, 0.97154)  0.05

Cartesian forces (eV/Å) of the 2 atoms listed first:
C 0.94 -1.31 -2.13
C -2.86 -1.18 -1.42

## Properties
Charge: -2
Molecular weight, u: 162.05
Multiplicity: 1
Largest force on an atom, eV/Å: 5.2
Energy, eV: -23510.3040
Lowest unoccupied orbital energy, eV: 7.15
Energy above the lowest of the compared OMol25 structures with the same formula, charge and spin, eV: 4.377
E_HOMO, eV: -0.407

[2]
Entry from the OMol25 dataset: 15 unconnected molecules or ions with the total composition C39H116N8O15 at a distorted geometry (ωB97M-V with the def2-TZVPD basis set).

Each line ends with the Löwdin charge.
CARTESIAN COORDINATES (ANGSTROEM)
C (3.50285, -2.14165, 5.57984)  -0.05
C (4.05818, -1.76856, 4.18161)  -0.41
C (5.15179, -0.65146, 4.18176)  -0.26
O (6.17461, -1.00217, 5.05399)  -0.18
C (7.11433, 0.04505, 5.08706)  -0.18
N (4.47148, -3.02493, 3.60484)  0.03
H (4.17021, -2.62500, 6.29334)  0.08
H (2.60945, -2.76577, 5.56012)  0.06
H (3.30833, -1.13877, 5.96000)  0.07
H (3.30832, -1.39767, 3.48286)  0.11
H (4.60397, 0.23940, 4.48895)  0.10
H (5.55365, -0.39239, 3.20222)  0.10
H (6.67486, 1.01063, 5.33727)  0.07
H (7.66582, 0.22746, 4.16473)  0.07
H (7.84344, -0.12375, 5.87952)  0.08
H (4.70638, -2.89069, 2.63175)  0.08
H (5.38200, -3.13430, 4.02803)  0.08
C (6.23323, -2.59273, -5.47939)  -0.07
C (5.14178, -3.12560, -4.50943)  -0.41
C (3.83123, -2.28007, -4.60227)  -0.20
O (2.79255, -2.85690, -3.81786)  -0.15
C (1.77524, -1.86591, -3.56754)  -0.10
N (5.03724, -4.55925, -4.79549)  0.03
H (6.55927, -1.61809, -5.11625)  0.07
H (5.78052, -2.54988, -6.46999)  0.07
H (7.13323, -3.20758, -5.47064)  0.07
H (5.61994, -3.07753, -3.53109)  0.13
H (3.52371, -2.23118, -5.64686)  0.12
H (4.12445, -1.29407, -4.24186)  0.09
H (2.15443, -0.89446, -3.25036)  0.06
H (1.06444, -2.14418, -2.78945)  0.06
H (1.28108, -1.61066, -4.50496)  0.07
H (5.98438, -4.84921, -4.99287)  0.05
H (4.76508, -4.54212, -5.76798)  0.06
C (2.55043, -0.90122, 0.34390)  -0.03
C (1.10582, -1.21495, 0.75645)  -0.38
C (0.06756, -0.55774, -0.13139)  -0.18
O (-0.02379, 0.77076, 0.32433)  -0.20
C (-0.85805, 1.50831, -0.49645)  -0.13
N (0.86316, -2.65982, 0.72570)  0.08
H (2.86697, -1.55066, -0.47227)  0.08
H (3.29076, -1.00234, 1.13748)  0.06
H (2.63297, 0.07712, -0.12954)  0.05
H (0.88599, -0.87463, 1.76835)  0.12
H (-0.95513, -0.88292, 0.05956)  0.12
H (0.34656, -0.62707, -1.18281)  0.12
H (-1.79847, 0.98657, -0.67394)  0.07
H (-0.41829, 1.70479, -1.47426)  0.07
H (-1.04413, 2.48863, -0.05777)  0.06
H (0.02342, -2.81097, 1.26616)  0.04
H (1.52557, -3.01095, 1.40247)  0.06
C (0.07364, -0.46770, 4.74084)  -0.06
C (-1.21326, 0.16345, 4.12542)  -0.42
C (-2.46641, -0.33815, 4.79153)  -0.14
O (-2.53499, -1.72131, 4.31046)  -0.23
C (-3.76118, -2.47090, 4.75074)  -0.06
N (-1.10223, 1.57573, 4.36086)  0.04
H (0.12758, -0.19569, 5.79497)  0.08
H (1.00155, -0.12449, 4.28334)  0.06
H (0.09342, -1.55504, 4.66723)  0.07
H (-1.10726, 0.01370, 3.05097)  0.13
H (-3.33231, 0.26847, 4.52636)  0.09
H (-2.42939, -0.39431, 5.87946)  0.13
H (-3.67355, -3.55709, 4.77536)  0.09
H (-4.57518, -2.20973, 4.07450)  0.07
H (-4.33699, -2.23199, 5.64487)  0.08
H (-0.74233, 1.72301, 5.29300)  0.08
H (-0.22374, 1.79483, 3.91327)  0.05
C (3.48588, 3.47700, -1.94936)  -0.05
C (3.13974, 2.13189, -2.60955)  -0.37
C (1.92078, 2.31180, -3.47724)  -0.24
O (1.80688, 3.41937, -4.30633)  -0.17
C (0.63923, 3.40606, -5.03046)  -0.13
N (4.24253, 1.70253, -3.46377)  0.05
H (2.63466, 3.97327, -1.48326)  0.07
H (3.79656, 4.21959, -2.68429)  0.08
H (4.23645, 3.45868, -1.15916)  0.06
H (2.81829, 1.32737, -1.94810)  0.12
H (1.07042, 2.39384, -2.80028)  0.10
H (1.73687, 1.47693, -4.15346)  0.12
H (-0.16607, 3.46496, -4.29826)  0.08
H (0.54479, 2.66091, -5.82034)  0.09
H (0.64781, 4.32644, -5.61436)  0.09
H (3.96620, 1.12703, -4.24642)  0.08
H (4.63377, 2.53487, -3.88117)  0.10
C (-5.14890, 3.61429, -3.52794)  -0.05
C (-4.12301, 4.25876, -2.54377)  -0.39
C (-4.80123, 4.42854, -1.14301)  -0.14
O (-5.85815, 5.45631, -1.26973)  -0.21
C (-6.87167, 5.42751, -0.21353)  -0.08
N (-2.97087, 3.39938, -2.39186)  0.05
H (-4.73243, 3.71300, -4.53040)  0.07
H (-6.08296, 4.17244, -3.46386)  0.07
H (-5.43450, 2.57493, -3.36590)  0.07
H (-3.64242, 5.14735, -2.95309)  0.14
H (-4.14088, 4.75461, -0.33944)  0.11
H (-5.21172, 3.43353, -0.97110)  0.10
H (-6.34765, 5.56346, 0.73251)  0.08
H (-7.30241, 4.42890, -0.14045)  0.07
H (-7.64237, 6.19221, -0.31024)  0.08
H (-3.38899, 2.53533, -2.07772)  0.04
H (-2.52454, 3.18475, -3.27210)  0.07
C (-3.24650, 2.52956, 1.56672)  -0.07
C (-4.33848, 2.46734, 2.63223)  -0.39
C (-5.15235, 1.13881, 2.67457)  -0.16
O (-6.03159, 1.09899, 1.53974)  -0.21
C (-7.34624, 1.52591, 1.78619)  -0.11
N (-3.72052, 2.89044, 3.90878)  0.03
H (-3.58741, 2.32712, 0.55140)  0.06
H (-2.43832, 1.87057, 1.88404)  0.07
H (-2.78747, 3.51596, 1.50036)  0.07
H (-4.91219, 3.35190, 2.35561)  0.12
H (-5.66874, 1.02503, 3.62772)  0.11
H (-4.44385, 0.31050, 2.68060)  0.11
H (-7.45609, 2.61009, 1.81042)  0.08
H (-7.69952, 1.07600, 2.71403)  0.08
H (-8.03685, 1.20998, 1.00431)  0.08
H (-3.29686, 3.80500, 3.84423)  0.07
H (-2.96884, 2.26778, 4.16835)  -0.01
C (-2.86301, 0.56676, -4.93543)  -0.06
C (-2.15294, -0.10494, -3.77325)  -0.42
C (-3.08635, -0.64301, -2.68181)  -0.18
O (-3.89039, 0.42639, -2.16720)  -0.25
C (-4.95158, 0.10591, -1.23850)  -0.06
N (-1.36196, -1.23801, -4.29932)  0.05
H (-3.65166, -0.04650, -5.37134)  0.08
H (-2.14383, 0.75009, -5.73371)  0.07
H (-3.40538, 1.44939, -4.59644)  0.05
H (-1.39479, 0.56664, -3.37040)  0.12
H (-2.46912, -1.13371, -1.92926)  0.11
H (-3.74813, -1.41203, -3.08028)  0.13
H (-5.64667, -0.55093, -1.76148)  0.09
H (-5.36618, 1.04795, -0.87965)  0.07
H (-4.52017, -0.47962, -0.42663)  0.08
H (-2.05221, -1.93864, -4.52900)  0.07
H (-1.01628, -0.85192, -5.16623)  0.06
C (-0.56092, -4.32442, -1.81087)  -0.19
O (0.79951, -4.31526, -1.64623)  -0.13
H (-1.09127, -4.39896, -0.86150)  0.06
H (-0.86019, -3.50370, -2.46275)  0.06
H (-0.77908, -5.23165, -2.37430)  0.08
H (0.88313, -3.58738, -1.02588)  0.01
C (5.81261, -0.46055, -1.64101)  -0.16
O (6.41506, 0.50279, -2.53149)  -0.18
H (6.48877, -1.28888, -1.42939)  0.07
H (5.32335, -0.03437, -0.76518)  0.06
H (5.00595, -0.88851, -2.23620)  0.04
H (5.65142, 0.97131, -2.87635)  -0.04
C (-0.27666, 5.33400, -0.67972)  -0.16
O (-1.59638, 5.10577, -0.23143)  -0.15
H (0.28288, 4.39860, -0.67321)  0.05
H (-0.41267, 5.71153, -1.69316)  0.07
H (0.35401, 6.04974, -0.15241)  0.08
H (-1.93232, 4.37435, -0.75467)  0.00
C (1.33560, -6.30657, 0.66686)  -0.18
O (1.51037, -7.01622, -0.53715)  -0.10
H (1.62697, -5.26239, 0.55332)  0.06
H (0.30149, -6.28577, 1.01078)  0.08
H (1.92296, -6.69719, 1.49783)  0.06
H (1.19208, -7.89962, -0.33741)  0.07
C (-2.86373, -3.27407, 1.30798)  -0.13
O (-1.68669, -3.13694, 2.14234)  -0.12
H (-2.77868, -3.61610, 0.27653)  0.06
H (-3.62182, -3.83911, 1.85032)  0.07
H (-3.47443, -2.38450, 1.15372)  0.06
H (-2.00817, -2.55654, 2.83616)  0.02
C (1.90710, -5.53016, 4.11712)  -0.16
O (2.06846, -4.48653, 3.15397)  -0.16
H (1.86149, -5.06455, 5.10162)  0.06
H (0.93548, -6.01595, 4.02744)  0.07
H (2.71305, -6.26362, 4.09343)  0.07
H (2.82284, -3.92472, 3.34602)  0.00
C (1.19460, 3.21002, 2.02779)  -0.21
O (1.81465, 3.02707, 3.30782)  -0.27
H (0.10857, 3.20828, 2.12071)  0.05
H (1.43495, 4.23576, 1.74816)  0.06
H (1.37873, 2.41833, 1.30155)  0.05
H (2.75909, 2.93233, 3.16415)  -0.02

Cartesian forces (eV/Å) of the 2 atoms listed first:
C 0.01 1.80 -0.34
C 0.31 -0.20 -0.09

## Properties
Charge: -1
Molecular weight, u: 937.40
<S²>: 0.751
Multiplicity: 2
Largest force on an atom, eV/Å: 3.3
Energy, eV: -84946.5659
Lowest unoccupied orbital energy (alpha / beta), eV: 1.85 / 1.83
E_HOMO (alpha / beta), eV: 0.444 / -6.827

[3]
Entry from the OMol25 dataset: a molecular structure, C6H2F18K5O19S6 at a distorted geometry (ωB97M-V with the def2-TZVPD basis set).

Each line ends with the Löwdin charge.
CARTESIAN COORDINATES (ANGSTROEM)
K (-3.97076, 1.27848, -0.81019)  0.87
K (0.80929, 1.68288, -4.85949)  0.90
K (3.21649, -2.20982, -0.50458)  0.87
K (-3.68854, -0.64382, -4.59141)  0.96
K (-0.89383, -4.90951, -1.08043)  0.92
C (-4.27924, 2.41554, 3.60628)  -0.68
F (-5.21944, 1.56617, 3.18164)  0.11
F (-4.91211, 3.46620, 4.13223)  0.12
F (-3.60627, 1.88427, 4.61467)  0.14
S (-3.14710, 2.91588, 2.20836)  0.49
O (-4.06440, 3.11952, 1.06745)  -0.45
O (-2.42282, 4.08394, 2.62375)  -0.30
O (-2.23402, 1.76262, 2.05512)  -0.35
C (3.94953, 1.68409, -1.69953)  -0.63
F (3.11352, 1.38305, -0.71781)  0.14
F (3.30137, 2.47870, -2.58748)  0.09
F (4.99536, 2.42136, -1.29076)  0.13
S (4.58268, 0.07052, -2.45639)  0.48
O (5.33655, -0.50464, -1.33991)  -0.36
O (3.33804, -0.65721, -2.83196)  -0.43
O (5.30396, 0.43274, -3.65112)  -0.32
C (-0.13148, 0.07873, -0.50110)  -0.69
F (-0.89594, -0.26658, 0.48948)  0.20
F (-0.07522, 1.36227, -0.72851)  0.19
F (1.12068, -0.28527, -0.23774)  0.11
S (-0.68536, -0.82592, -2.03440)  0.52
O (-2.04135, -0.33625, -2.39030)  -0.48
O (0.29911, -0.47322, -3.04316)  -0.37
O (-0.63077, -2.24401, -1.72594)  -0.40
C (-1.66978, -3.66548, 2.58318)  -0.68
F (-1.23308, -2.67986, 1.77537)  0.10
F (-0.80682, -4.67670, 2.55341)  0.12
F (-1.76732, -3.17769, 3.79135)  0.19
S (-3.29959, -4.32995, 1.89051)  0.48
O (-3.49930, -5.54906, 2.66742)  -0.34
O (-4.31490, -3.31467, 2.14455)  -0.33
O (-3.10539, -4.54881, 0.45229)  -0.47
C (4.74408, -2.17170, 3.72687)  -0.65
F (5.19597, -0.94226, 3.90104)  0.14
F (5.55449, -2.89646, 2.92719)  0.09
F (4.74397, -2.78857, 4.91328)  0.12
S (2.97704, -2.09297, 2.97837)  0.46
O (2.55210, -3.40714, 2.53640)  -0.35
O (2.25415, -1.57600, 4.13395)  -0.31
O (3.03923, -1.15655, 1.86910)  -0.43
C (-0.53177, 5.30077, -1.44978)  -0.66
F (-0.47980, 6.50647, -2.02572)  0.12
F (0.69108, 4.82905, -1.28558)  0.15
F (-1.13392, 5.42346, -0.27459)  0.15
S (-1.63601, 4.16846, -2.49820)  0.50
O (-2.15441, 3.18858, -1.54421)  -0.41
O (-2.64829, 5.06165, -3.03188)  -0.32
O (-0.81965, 3.52929, -3.53560)  -0.45
O (0.62307, -3.09426, -4.83625)  -0.05
H (0.21856, -2.96067, -3.96725)  0.00
H (0.03838, -3.70964, -5.29199)  0.03

Cartesian forces (eV/Å) of the 2 atoms listed first:
K 0.73 0.60 0.76
K 0.11 0.10 0.99

## Properties
Charge: -1
Molecular weight, u: 1107.92
Multiplicity: 1
Largest force on an atom, eV/Å: 2.8
Energy, eV: -240718.0451
Lowest unoccupied orbital energy, eV: -1.33
E_HOMO, eV: -6.561

> Which of these has the highest energy?

C2H3N4O3P